i.
Computed, not measured: C5H9NS2 as an isolated structure, with ωB97M-V/def2-TZVPD.

Structure (ORCA input):
```
! RIJCOSX wB97M-V def2-TZVPD def2/J DEFGRID3
* xyz 0 1
C 0.681 0.290 0.541
C 0.302 -1.193 0.603
C -1.087 1.327 0.442
C 1.324 -2.088 -0.018
C -0.827 2.330 -0.618
N -0.891 -1.358 -0.119
S 1.930 1.230 0.141
S -2.178 -0.136 0.282
H 0.184 -1.503 1.627
H -1.052 1.846 1.427
H 2.084 -2.372 0.737
H 1.873 -1.709 -0.948
H 0.909 -3.010 -0.330
H -0.764 1.869 -1.605
H 0.112 2.901 -0.447
H -1.762 3.117 -0.653
H -0.837 -1.539 -1.061
*
```

Output
HOMO level ... -8.342 eV
LUMO ... -0.3 eV



ii.
Computed, not measured: one molecule with the formula C5H9NS2, with ωB97M-V/def2-TZVPD.

Structure (ORCA input):
```
! RIJCOSX wB97M-V def2-TZVPD def2/J DEFGRID3
* xyz 0 1
C -1.964 -0.766 -0.388
C -0.955 -0.111 0.180
C -0.794 0.186 1.717
C 0.074 0.531 -0.785
S -0.016 2.361 -0.657
C 1.512 0.032 -0.512
N 1.778 -1.179 -1.110
S 2.577 0.558 0.659
H -2.064 -0.905 -1.506
H -2.647 -1.123 0.347
H -0.131 -0.538 2.198
H -0.405 1.170 1.985
H -1.712 0.155 2.250
H -0.227 0.300 -1.788
H 1.145 2.625 0.011
H 2.650 -1.687 -0.835
H 1.178 -1.609 -1.768
*
```

Output
HOMO level ... -8.671 eV
LUMO ... 0.3 eV
SMILES ... C=C(C)[C@@H](S)C(N)=S



Result of the stability comparison: i is the least stable of them.



i.
Computed, not measured: one molecule with the formula C2H4N6, with ωB97M-V/def2-TZVPD.

Structure (ORCA input):
```
! RIJCOSX wB97M-V def2-TZVPD def2/J DEFGRID3
* xyz 0 1
N 2.268 -0.398 0.418
N 1.610 0.744 0.104
C 0.465 0.613 -0.383
N -0.628 1.499 -0.280
C -1.648 0.735 0.190
N -1.706 -0.567 0.553
N -0.788 -1.463 -0.298
N 0.192 -0.854 -0.485
H 2.280 -1.201 -0.289
H 3.455 -0.018 0.620
H -2.522 1.313 0.326
H -2.742 -0.912 0.420
*
```

Output
HOMO level ... -8.612 eV
LUMO ... 0.3 eV
SMILES ... N/N=c1/nc[nH]nn1



ii.
Computed, not measured: one molecule with the formula C2H4N6, with ωB97M-V/def2-TZVPD.

Structure (ORCA input):
```
! RIJCOSX wB97M-V def2-TZVPD def2/J DEFGRID3
* xyz 0 1
H 3.755 0.740 0.098
N 3.170 -0.096 -0.006
C 1.963 0.302 0.029
N 0.956 -0.635 -0.090
C -0.259 -0.240 -0.111
N -0.786 1.101 -0.108
N -2.014 1.051 0.007
N -2.475 -0.238 0.163
N -1.371 -1.074 -0.126
H 1.643 1.364 0.121
H -3.266 -0.394 -0.490
H -1.317 -1.880 0.514
*
```

Output
HOMO level ... -9.222 eV
LUMO ... -0.3 eV
SMILES ... [H]/N=C/N=c1\nn[nH][nH]1



iii.
Computed, not measured: one molecule with the formula C2H4N6, with ωB97M-V/def2-TZVPD.

Structure (ORCA input):
```
! RIJCOSX wB97M-V def2-TZVPD def2/J DEFGRID3
* xyz 0 1
N -2.261 0.061 -0.901
C -1.137 0.095 -0.149
N -1.324 -0.261 1.185
N -0.243 -0.359 1.875
N 0.941 -0.572 1.408
C 1.033 -0.233 0.102
N 2.369 -0.230 -0.248
N 0.056 0.217 -0.659
H -3.074 0.124 -0.367
H -2.286 0.972 -1.739
H 3.089 -0.127 0.487
H 2.836 0.312 -0.993
*
```

Output
HOMO level ... -8.969 eV
LUMO ... 0.4 eV
SMILES ... Nc1nnnc(N)n1



Result of the stability comparison: i is the least stable of them.



i.
Computed, not measured: a 2-piece molecular cluster, C3H3NOS2 overall, with ωB97M-V/def2-TZVPD.

Structure (ORCA input):
```
! RIJCOSX wB97M-V def2-TZVPD def2/J DEFGRID3
* xyz 0 1
C 0.338 1.337 0.901
C -0.221 -0.638 -0.019
C 0.467 1.523 -0.342
N -1.399 -0.697 -0.607
O 0.414 2.033 -1.381
S 0.737 -1.939 0.347
S 2.395 -1.390 1.160
H 0.758 0.867 1.733
H -2.082 0.076 -0.401
H -1.408 -1.171 -1.390
*
```

Output
HOMO level ... -8.125 eV
LUMO ... -1.2 eV



ii.
Computed, not measured: C3H3NOS2 as an isolated structure, with ωB97M-V/def2-TZVPD.

Structure (ORCA input):
```
! RIJCOSX wB97M-V def2-TZVPD def2/J DEFGRID3
* xyz 0 1
C 1.808 -0.865 -0.068
C 0.316 -0.538 0.058
C -1.244 1.141 0.092
H 1.807 -1.908 -0.363
H -1.742 1.728 -0.738
H -1.292 1.568 1.100
N -0.706 -1.387 0.061
O 0.095 0.727 -0.225
S 3.075 0.020 0.066
S -2.116 -0.485 0.017
*
```

Output
HOMO level ... -8.496 eV
LUMO ... -1.0 eV



Result of the stability comparison: i is the least stable of them.



i.
Computed, not measured: one molecule with the formula C5H6N2O, with ωB97M-V/def2-TZVPD.

Structure (ORCA input):
```
! RIJCOSX wB97M-V def2-TZVPD def2/J DEFGRID3
* xyz 0 1
O -2.837 -0.980 0.063
C -1.770 -0.327 -0.140
C -1.258 1.266 0.041
C 0.063 0.793 -0.291
N 1.597 0.856 0.222
C 1.993 -0.343 0.015
N 1.120 -1.411 -0.043
C -0.174 -0.692 -0.015
H -1.659 2.212 -0.357
H -1.181 1.174 1.172
H -0.134 1.104 -1.369
H 3.084 -0.574 -0.039
H 1.528 -2.477 -0.481
H -0.370 -0.599 1.223
*
```

Output
HOMO level ... -9.135 eV
LUMO ... 0.2 eV
SMILES ... O=C1C[C@H]2N=CN[C@H]12



ii.
Computed, not measured: one molecule with the formula C5H6N2O, with ωB97M-V/def2-TZVPD.

Structure (ORCA input):
```
! RIJCOSX wB97M-V def2-TZVPD def2/J DEFGRID3
* xyz 0 1
C 1.574 -1.239 0.786
C 0.706 -0.308 0.418
N 0.659 1.025 0.241
C 0.629 1.299 1.719
N 0.879 1.593 2.810
C -0.335 -0.121 -0.511
C -1.621 0.620 -0.770
O 0.060 -0.716 -1.775
H 1.491 -2.241 0.392
H 2.436 -0.974 1.391
H -2.104 0.225 -1.679
H -1.415 1.668 -1.022
H -2.371 0.573 0.019
H -0.587 -1.403 -2.019
*
```

Output
HOMO level ... -9.438 eV
LUMO ... -0.3 eV
SMILES ... C=C1N(C#N)[C@@]1(C)O



iii.
Computed, not measured: a 2-piece molecular cluster, C5H6N2O overall, with ωB97M-V/def2-TZVPD.

Structure (ORCA input):
```
! RIJCOSX wB97M-V def2-TZVPD def2/J DEFGRID3
* xyz 0 1
C -1.371 1.174 -0.232
C -1.827 -0.093 -0.711
C -0.176 -0.356 0.690
C 2.657 0.940 -0.056
C 2.461 -0.326 -0.199
N -0.329 0.928 0.582
N -1.102 -1.023 -0.035
O -1.313 -2.434 -0.147
H -1.653 2.241 -0.250
H -2.688 -0.297 -1.234
H 3.621 1.400 -0.273
H 1.881 1.532 0.379
H 0.233 -1.067 1.558
H -0.394 -2.620 -0.073
*
```

Output
HOMO level ... -8.939 eV
LUMO ... -0.2 eV



iv.
Computed, not measured: one molecule with the formula C5H6N2O, with ωB97M-V/def2-TZVPD.

Structure (ORCA input):
```
! RIJCOSX wB97M-V def2-TZVPD def2/J DEFGRID3
* xyz 0 1
C -1.153 0.962 0.945
C -0.189 0.093 -0.011
C -1.349 -0.709 -0.884
N -2.348 -1.238 -1.124
N 0.761 0.660 -0.948
C 1.739 -0.381 -0.749
C 0.640 -1.027 0.503
O 0.407 -2.164 0.918
H -1.738 1.713 0.656
H -0.645 1.611 1.952
H -1.910 0.040 1.405
H 1.002 1.535 -0.495
H 1.893 -1.232 -1.698
H 2.889 0.137 -0.470
*
```

Output
HOMO level ... -10.015 eV
LUMO ... -0.6 eV
SMILES ... C[C@@]1(C#N)NCC1=O



Result of the stability comparison: iii is the least stable of them.